[1]
105
Properties=species:S:1:pos:R:3 method="wB97M-V/def2-TZVPD" e_homo_ev=-7.758 lumo_ev=-0.475
C 6.528 13.657 19.983
C 5.931 12.282 20.334
C 4.623 12.103 19.542
C 3.923 10.765 19.940
N 2.721 10.393 18.932
C 1.543 11.249 19.183
C 0.315 10.401 19.766
C 1.065 9.237 20.310
C 2.160 8.977 19.326
C 3.137 10.400 17.445
C 4.360 9.456 17.260
C 4.597 9.181 15.788
H 5.782 14.438 19.834
H 7.076 13.569 19.045
H 7.303 13.891 20.712
H 5.733 12.097 21.389
H 6.611 11.448 20.156
H 4.817 12.287 18.485
H 3.924 12.902 19.786
H 3.477 10.882 20.928
H 4.493 9.840 19.851
H 1.328 12.017 18.440
H 1.889 11.932 19.959
H -0.300 10.253 18.879
H -0.194 10.976 20.540
H 0.379 8.396 20.410
H 1.568 9.506 21.239
H 1.734 8.536 18.425
H 2.985 8.399 19.743
H 3.279 11.433 17.127
H 2.316 9.973 16.868
H 4.355 8.507 17.795
H 5.186 9.991 17.728
H 5.462 8.528 15.673
H 4.955 10.051 15.238
H 3.701 8.746 15.344
O 2.861 -0.302 19.284
C 2.643 0.900 19.519
O 3.564 1.837 19.827
B 2.956 3.158 19.978
O 1.553 2.938 19.569
C 1.288 1.627 19.434
O 0.226 1.071 19.125
O 3.655 4.251 19.247
C 4.176 5.168 20.125
O 4.883 6.148 19.913
C 3.743 4.704 21.543
O 2.970 3.601 21.387
O 3.907 5.297 22.581
N 0.493 4.840 21.567
C -0.712 4.585 20.997
C -1.730 5.282 21.673
C -1.084 6.243 22.416
C 0.318 5.936 22.355
H 1.315 4.336 21.269
H -0.787 3.921 20.148
H -2.788 5.334 21.460
H -1.531 7.082 22.928
H 1.184 6.271 22.907
N 6.360 2.266 19.227
C 7.154 1.144 19.444
C 8.387 1.570 19.603
C 8.463 2.965 19.559
C 7.170 3.360 19.315
H 5.372 2.218 19.023
H 6.715 0.157 19.470
H 9.247 0.922 19.681
H 9.322 3.604 19.697
H 6.743 4.333 19.123
C -3.810 -1.791 17.518
C -3.195 -0.655 18.256
O -1.894 -0.857 18.008
H -3.674 -1.694 16.441
H -4.884 -1.806 17.702
H -3.350 -2.746 17.774
H -3.326 -0.814 19.327
H -3.642 0.271 17.896
H -1.405 -0.229 18.545
C 0.421 5.737 18.023
C -1.022 5.755 17.866
O -1.681 6.561 18.749
H 0.802 4.861 17.498
H 0.778 5.614 19.046
H 0.778 6.701 17.660
H -1.408 4.743 17.990
H -1.257 6.028 16.837
H -1.381 6.272 19.615
C 4.866 0.979 22.617
C 5.064 -0.537 22.885
O 4.599 -0.921 24.143
H 3.807 1.231 22.671
H 5.221 1.278 21.631
H 5.300 1.701 23.308
H 6.098 -0.818 22.686
H 4.580 -1.059 22.060
H 5.207 -1.599 24.447
C 2.957 -2.400 16.361
C 4.055 -1.497 15.956
O 4.033 -1.450 14.597
H 3.144 -3.462 16.203
H 2.049 -2.009 15.901
H 2.788 -2.374 17.437
H 4.978 -1.961 16.305
H 4.009 -0.530 16.457
H 4.436 -2.299 14.402


[2]
108
Properties=species:S:1:pos:R:3 method="wB97M-V/def2-TZVPD" e_homo_ev=-9.198 lumo_ev=0.240 smiles="CCCOC[C@]1(CCCI)C(=O)N[C@@H](OCC)[C@]1(I)CCC(F)(F)C(F)(F)C(F)(F)C(F)(F)F.CC(C)O.CC(C)O.CC(C)O.CC(C)O"
C 2.114 -4.947 -0.783
C 1.026 -4.953 -1.869
C 0.703 -3.547 -2.436
O 0.985 -2.497 -1.532
C -0.168 -1.743 -1.182
C 0.075 -1.108 0.172
C 0.352 -2.095 1.337
C -0.418 -3.434 1.241
C -1.871 -3.309 1.767
I -2.438 -5.273 2.525
C -1.221 -0.350 0.603
O -2.339 -0.617 0.346
N -0.883 0.798 1.358
C 0.578 0.968 1.421
O 0.908 0.552 2.733
C 2.162 1.051 3.212
C 2.070 1.059 4.755
C 1.025 0.113 0.225
I 3.152 -0.429 0.171
C 0.899 0.954 -1.086
C 1.620 2.318 -1.023
C 0.631 3.430 -1.348
F -0.544 3.266 -0.711
F 0.349 3.308 -2.663
C 1.220 4.865 -1.145
F 2.323 4.857 -0.407
F 1.611 5.301 -2.345
C 0.209 5.904 -0.626
F 0.744 7.121 -0.706
F -0.851 5.933 -1.403
C -0.227 5.686 0.870
F -0.168 6.771 1.571
F -1.508 5.338 0.867
F 0.425 4.705 1.463
H 3.091 -4.731 -1.226
H 2.222 -5.931 -0.320
H 1.893 -4.209 -0.014
H 1.379 -5.609 -2.669
H 0.118 -5.418 -1.465
H 1.303 -3.452 -3.348
H -0.338 -3.579 -2.774
H -1.011 -2.439 -1.085
H -0.456 -1.025 -1.959
H 0.081 -1.651 2.298
H 1.414 -2.339 1.414
H 0.077 -4.116 1.937
H -0.371 -3.914 0.266
H -1.861 -2.651 2.632
H -2.577 -3.007 1.002
H -1.320 1.587 0.888
H 0.784 2.043 1.416
H 2.938 0.322 2.975
H 2.403 2.046 2.839
H 1.926 2.060 5.161
H 2.948 0.555 5.158
H 1.205 0.470 5.069
H 1.407 0.371 -1.854
H -0.149 1.006 -1.396
H 2.373 2.350 -1.810
H 2.107 2.510 -0.069
C -2.850 -1.996 -4.237
C -1.888 -2.467 -5.318
C -2.497 -2.311 -6.703
O -1.544 -3.834 -5.095
H -3.768 -2.589 -4.253
H -2.407 -2.119 -3.247
H -3.114 -0.945 -4.371
H -0.960 -1.895 -5.259
H -3.404 -2.914 -6.794
H -1.802 -2.659 -7.468
H -2.750 -1.269 -6.909
H -2.356 -4.357 -5.144
C 2.599 6.313 3.867
C 3.807 5.398 3.989
C 4.876 5.754 2.967
O 3.405 4.040 3.811
H 2.142 6.216 2.879
H 1.838 6.041 4.600
H 2.875 7.357 4.021
H 4.223 5.473 4.995
H 4.489 5.640 1.949
H 5.733 5.086 3.061
H 5.219 6.782 3.094
H 3.034 3.954 2.925
C -3.274 -9.091 -4.959
C -3.110 -7.753 -5.664
C -1.648 -7.451 -5.950
O -3.664 -6.714 -4.854
H -2.754 -9.086 -3.997
H -4.327 -9.288 -4.753
H -2.878 -9.908 -5.564
H -3.673 -7.761 -6.599
H -1.076 -7.393 -5.019
H -1.549 -6.485 -6.447
H -1.201 -8.218 -6.584
H -3.176 -6.697 -4.021
C -1.728 5.038 6.927
C -0.832 4.636 5.766
C -1.522 4.868 4.430
O -0.471 3.262 5.889
H -2.644 4.441 6.932
H -1.224 4.860 7.878
H -2.002 6.093 6.870
H 0.096 5.210 5.804
H -2.431 4.266 4.353
H -0.872 4.568 3.608
H -1.788 5.919 4.299
H -1.280 2.738 5.856


[3]
116
Properties=species:S:1:pos:R:3 method="wB97M-V/def2-TZVPD" e_homo_ev=-10.888 lumo_ev=-2.671 charge=+1 relative_energy_kcal_mol=45.01
C -0.955 -3.196 0.495
B -0.994 -2.333 -0.843
O -1.221 -3.059 -2.035
N -0.901 -0.819 -0.975
S 0.260 -0.408 -2.285
C -2.211 -0.242 -1.449
C -3.454 -0.432 -0.541
C -3.598 0.629 0.651
C -5.108 0.810 1.066
S -5.146 1.176 2.854
O -4.806 2.586 3.000
O -6.473 0.889 3.385
O -4.090 0.237 3.678
C -0.403 -0.062 0.261
C 1.106 0.369 0.244
C 1.435 1.796 0.026
C 2.781 2.322 0.029
C 3.918 1.421 0.227
C 3.606 0.021 0.457
C 2.230 -0.518 0.478
C 2.031 -2.028 0.776
H -0.478 -4.202 0.336
H -2.032 -3.389 0.792
H -0.473 -2.711 1.372
H -1.927 -3.687 -1.775
H 0.574 -1.549 -2.980
H -2.425 -0.713 -2.449
H -2.078 0.854 -1.672
H -3.617 -1.438 -0.081
H -4.363 -0.249 -1.186
H -3.145 1.582 0.283
H -2.968 0.209 1.485
H -5.467 1.744 0.558
H -5.755 -0.047 0.761
H -3.914 0.715 4.526
H -0.674 -0.535 1.233
H -0.948 0.924 0.245
H 0.584 2.503 -0.128
H 2.974 3.417 -0.119
H 4.963 1.796 0.227
H 4.433 -0.688 0.639
H 1.427 -2.118 1.713
H 3.047 -2.445 1.032
H 1.658 -2.638 -0.084
Br -3.179 2.420 5.921
C -1.462 2.995 6.639
C -0.313 2.399 5.865
Br -0.028 0.528 6.331
H -1.455 2.728 7.693
H -1.464 4.080 6.543
H 0.621 2.899 6.120
H -0.458 2.437 4.787
Br 0.495 2.871 -6.542
C 0.143 0.962 -6.547
C -1.330 0.683 -6.660
Br -2.214 1.015 -4.958
H 0.582 0.557 -5.637
H 0.681 0.570 -7.410
H -1.510 -0.368 -6.882
H -1.832 1.296 -7.405
Br -2.147 -0.525 9.932
C -2.651 -2.047 8.826
C -3.166 -1.602 7.482
Br -4.985 -0.919 7.609
H -3.378 -2.624 9.394
H -1.738 -2.631 8.712
H -3.227 -2.446 6.796
H -2.564 -0.815 7.032
Br -3.172 -1.666 -8.546
C -2.001 -3.222 -8.483
C -2.694 -4.406 -7.863
Br -2.791 -4.230 -5.924
H -1.102 -2.922 -7.947
H -1.746 -3.427 -9.523
H -2.126 -5.318 -8.038
H -3.712 -4.542 -8.221
Br 4.379 -1.839 -1.145
C 5.439 -2.887 -2.410
C 6.136 -1.996 -3.404
Br 4.898 -1.348 -4.762
H 4.764 -3.604 -2.876
H 6.165 -3.423 -1.799
H 6.895 -2.552 -3.953
H 6.593 -1.120 -2.948
Br 4.732 -3.306 2.292
C 4.380 -3.962 4.092
C 2.951 -3.705 4.498
Br 2.671 -1.838 4.981
H 5.105 -3.490 4.751
H 4.579 -5.033 4.047
H 2.702 -4.272 5.394
H 2.234 -3.937 3.713
Br 0.377 4.413 -2.710
C 1.167 6.073 -2.073
C 2.530 6.281 -2.670
Br 3.858 5.148 -1.801
H 1.175 6.029 -0.987
H 0.480 6.856 -2.394
H 2.873 7.301 -2.502
H 2.571 6.060 -3.734
Br 1.279 -5.798 2.084
C 2.338 -6.831 0.816
C 3.062 -5.931 -0.153
Br 1.852 -5.238 -1.518
H 1.659 -7.529 0.330
H 3.049 -7.389 1.425
H 3.819 -6.490 -0.703
H 3.526 -5.071 0.325
Br 0.067 9.478 0.634
C -0.854 10.359 -0.840
C -2.199 9.731 -1.101
Br -2.016 8.036 -2.045
H -0.189 10.317 -1.699
H -0.970 11.395 -0.525
H -2.795 10.361 -1.760
H -2.762 9.528 -0.193


[4]
102
Properties=species:S:1:pos:R:3 method="wB97M-V/def2-TZVPD" e_homo_ev="-5.872 / -5.872" spin_multiplicity=3 lumo_ev="2.095 / 1.753" charge=-1
C 1.374 -4.352 -1.575
C 0.677 -3.076 -2.079
C 1.274 -2.606 -3.408
F 2.678 -2.881 -3.373
B 0.978 -1.037 -3.768
C 1.612 -0.615 -5.222
C 1.316 -1.613 -6.377
C 2.621 -2.250 -6.794
F 2.459 -3.324 -7.656
C 1.528 0.009 -2.636
C 3.067 0.054 -2.508
C 3.589 1.465 -2.777
C 5.098 1.592 -2.698
O 5.763 0.645 -3.543
C 6.149 -0.484 -2.936
C 5.975 -1.727 -3.764
O 6.632 -0.544 -1.858
C -0.669 -0.863 -3.829
F -1.332 -1.970 -4.260
F -1.257 -0.593 -2.630
F -1.107 0.128 -4.634
H 0.652 -4.993 -1.070
H 2.156 -4.137 -0.861
H 1.756 -4.938 -2.400
H -0.360 -3.337 -2.265
H 0.682 -2.300 -1.320
H 0.878 -3.291 -4.158
H 1.266 0.367 -5.540
H 2.700 -0.520 -5.162
H 0.563 -2.359 -6.143
H 0.956 -1.038 -7.232
H 3.211 -1.487 -7.297
H 3.161 -2.542 -5.897
H 1.130 -0.167 -1.636
H 1.189 1.009 -2.908
H 3.366 -0.204 -1.492
H 3.569 -0.619 -3.197
H 3.267 1.797 -3.765
H 3.140 2.158 -2.068
H 5.369 2.578 -3.065
H 5.419 1.561 -1.661
H 6.977 -2.111 -3.943
H 5.546 -1.521 -4.737
H 5.444 -2.488 -3.210
C -3.286 2.580 1.967
C -2.096 3.435 1.468
C -2.575 4.852 1.141
C -3.389 4.938 -0.150
C -2.631 4.296 -1.313
C -2.164 2.869 -1.016
N -1.452 2.783 0.293
O -0.260 3.253 0.155
C -3.376 1.916 -1.038
C -1.278 2.373 -2.155
C -1.135 3.503 2.655
H -3.394 2.656 3.050
H -4.243 2.891 1.549
H -3.136 1.523 1.748
H -1.710 5.517 1.051
H -3.169 5.235 1.975
H -4.365 4.462 -0.022
H -3.592 5.987 -0.381
H -3.262 4.293 -2.204
H -1.765 4.921 -1.553
H -3.083 0.912 -0.728
H -3.775 1.842 -2.050
H -4.204 2.241 -0.410
H -0.426 3.030 -2.336
H -1.846 2.328 -3.083
H -0.902 1.381 -1.949
H -0.762 2.512 2.918
H -1.649 3.909 3.528
H -0.281 4.153 2.464
C 0.192 -2.782 4.728
C -0.157 -1.302 5.023
C -0.190 -1.070 6.536
C -1.418 -1.667 7.220
C -2.699 -1.198 6.535
C -2.700 -1.442 5.024
N -1.454 -0.938 4.379
O -1.527 0.342 4.276
C -2.883 -2.948 4.746
C -3.934 -0.785 4.410
C 0.991 -0.494 4.422
H 1.270 -2.919 4.648
H -0.142 -3.466 5.509
H -0.234 -3.108 3.779
H -0.168 0.006 6.740
H 0.717 -1.483 6.984
H -1.364 -2.759 7.226
H -1.433 -1.361 8.269
H -3.560 -1.698 6.984
H -2.830 -0.129 6.732
H -2.784 -3.160 3.681
H -3.879 -3.268 5.055
H -2.183 -3.582 5.286
H -3.991 0.280 4.634
H -4.837 -1.247 4.808
H -3.943 -0.905 3.325
H 1.040 -0.625 3.340
H 1.938 -0.829 4.847
H 0.907 0.571 4.634